Density functional theory data (ωB97M-V/def2-TZVPD) for a gas-phase ion, C4H10NS2 (charge +1) at a distorted geometry.

Element x y z (Å)
C1 2.76597 -0.08532 -0.87443
C2 0.31432 1.19443 -0.42235
C3 -0.07106 -0.88060 0.64407
C4 -1.98533 0.70880 0.43665
N1 -0.72323 0.13722 -0.13197
S1 1.49288 0.63999 -1.69258
S2 -0.86938 -2.39154 0.21901
H1 2.54985 -0.74353 -0.01051
H2 3.58767 -0.37577 -1.42707
H3 0.02418 2.20190 -0.70695
H4 0.63679 1.39936 0.55923
H5 0.05586 -0.71710 1.64963
H6 -1.66758 0.92263 1.37505
H7 -2.27391 1.71096 -0.09866
H8 -2.58952 -0.12548 0.45357
H9 -1.07504 -0.30230 -0.92353
H10 -0.17247 -3.29364 0.95085

Values from the calculation:
HOMO energy (alpha / beta): -11.4 / -13.1 eV
total charge: +1
relative energy (zero: lowest compared OMol25 entry of this formula, charge and spin): 104.9 kcal/mol
orbital gap (alpha / beta): 6.08 / 9.36 eV

=====

Density functional theory data (ωB97M-V/def2-TZVPD) for a molecular structure, C17H44F2N5O11S2Tl at a distorted geometry.

Element x y z (Å)
Tl1 -23.14180 32.07243 -3.27873
N1 -19.89316 27.76730 -4.86875
S1 -20.23047 26.40025 -5.56052
O1 -19.90228 25.15121 -4.89568
O2 -20.20277 26.40090 -7.00198
F1 -21.77206 26.44053 -5.26923
S2 -18.25709 27.50571 -4.71829
O3 -17.53989 27.05285 -5.89572
O4 -17.78919 27.17817 -3.39477
F2 -17.93614 29.09544 -4.78897
C1 -24.67038 24.46608 -15.86606
C2 -23.70951 24.19067 -14.61423
C3 -22.26466 24.07483 -15.10806
O5 -23.82092 25.31138 -13.70095
H1 -25.71101 24.57355 -15.56006
H2 -24.62758 23.55310 -16.45999
H3 -24.29179 25.37233 -16.33879
H4 -24.05272 23.32703 -14.04464
H5 -22.08727 23.31709 -15.87125
H6 -21.67133 23.77538 -14.24412
H7 -21.80458 24.95804 -15.55119
H8 -23.18802 25.28614 -12.97956
C4 -16.37013 28.29033 -13.66455
C5 -16.11629 27.26399 -12.54853
C6 -15.74811 25.97182 -13.23391
O6 -15.23573 27.70656 -11.55369
H9 -15.49505 28.33406 -14.31295
H10 -16.57177 29.23256 -13.15501
H11 -17.26314 28.07597 -14.25165
H12 -16.98778 27.00219 -11.94848
H13 -15.71360 25.15334 -12.51489
H14 -14.82791 25.96757 -13.81812
H15 -16.55299 25.65304 -13.89621
H16 -15.59343 27.37648 -10.72622
C7 -9.64401 33.88351 -4.46578
C8 -10.95518 34.11866 -5.29890
C9 -11.21633 32.98277 -6.29869
O7 -12.05193 34.05469 -4.46270
H17 -9.52329 34.61208 -3.66408
H18 -8.84106 34.00451 -5.19292
H19 -9.62298 32.83382 -4.17288
H20 -10.91223 35.04452 -5.87252
H21 -10.40050 32.76025 -6.98643
H22 -11.98947 33.39064 -6.94984
H23 -11.36898 32.07600 -5.71340
H24 -12.04746 33.09720 -4.39347
O8 -11.01562 28.30883 -1.87130
C10 -10.34609 27.27619 -2.12757
N2 -9.06035 27.39799 -1.97928
C11 -10.76630 25.89821 -2.32786
H25 -8.76639 28.32761 -1.71567
H26 -8.42350 26.65310 -2.22351
H27 -10.68412 25.61712 -3.37778
H28 -11.84484 25.91875 -2.17159
H29 -10.10496 25.22219 -1.78590
O9 -26.96732 26.92966 -2.03484
C12 -27.95209 26.08368 -2.01414
N3 -29.09450 26.48029 -1.44007
C13 -27.94556 24.69009 -2.57757
H30 -29.74198 25.73885 -1.21391
H31 -29.15852 27.43808 -1.12601
H32 -27.30902 24.08639 -1.93068
H33 -27.75219 24.69479 -3.65027
H34 -28.83183 24.07985 -2.40374
O10 -18.08053 33.60130 -0.05079
C14 -16.87213 33.89539 0.15808
N4 -15.95168 32.96011 0.24221
C15 -16.39112 35.26922 0.20553
H35 -16.10465 31.97989 0.05282
H36 -15.05472 33.30719 -0.06618
H37 -15.41530 35.41683 -0.25717
H38 -16.44513 35.52032 1.26484
H39 -17.07219 35.91242 -0.35173
O11 -21.52192 28.13312 1.50095
C16 -21.10562 27.41266 2.35855
N5 -19.94777 27.51391 2.82697
C17 -22.08515 26.30958 2.94299
H40 -19.80121 26.97031 3.66550
H41 -19.34313 28.27090 2.54151
H42 -21.90562 25.38342 2.39700
H43 -23.13823 26.58431 3.00332
H44 -21.72622 25.95109 3.90774

Values from the calculation:
HOMO energy: -12.8 eV
total charge: +2
orbital gap: 1.17 eV

=====

Density functional theory data (ωB97M-V/def2-TZVPD) for a molecular structure, C19H50B3N15O30S at a distorted geometry.

Element x y z (Å)
B1 3.80963 -1.28900 1.93815
O1 4.42415 -2.51353 1.59908
B2 3.92651 -2.88830 0.30988
O2 4.06110 -1.88151 -0.68251
B3 3.21836 -0.82372 -0.18049
C1 1.88827 -0.50378 -0.99579
C2 0.88059 0.46103 -0.25643
C3 0.48256 -0.00250 1.18260
C4 -0.76828 0.80880 1.72722
S1 -2.27813 0.45677 0.71098
C5 -2.39357 -1.30744 0.39520
N1 -2.15457 -1.98615 -0.72816
N2 -2.42754 -3.30637 -0.48366
C6 -2.81820 -3.35412 0.79343
O3 -2.80638 -2.13712 1.41711
O4 3.64307 -0.20605 1.02141
H1 3.34884 -1.14390 3.02486
H2 3.39956 -3.92513 0.10626
H3 1.36028 -1.48610 -1.17034
H4 2.15323 -0.07616 -1.99915
H5 1.28536 1.50158 -0.17189
H6 -0.02906 0.51756 -0.91178
H7 1.29287 0.18772 1.93698
H8 0.24745 -1.10094 1.25697
H9 -1.01458 0.53075 2.79520
H10 -0.48222 1.91343 1.69868
H11 -3.14444 -4.23139 1.37664
C7 4.90284 -1.46427 -4.39596
N3 3.81192 -0.47600 -4.60285
O5 3.95339 0.33937 -5.49174
O6 2.85395 -0.55755 -3.86208
H12 5.68743 -1.27405 -5.12193
H13 5.27364 -1.33466 -3.38142
H14 4.47757 -2.45521 -4.53612
C8 4.43856 3.45289 -5.48538
N4 5.58634 3.79605 -4.60812
O7 6.13558 2.88254 -4.01587
O8 5.89941 4.96564 -4.53994
H15 4.27870 2.37965 -5.44428
H16 3.56125 3.99032 -5.11403
H17 4.69303 3.76723 -6.49535
C9 -2.35288 -2.75076 5.32666
N5 -2.19810 -1.27330 5.24257
O9 -1.23630 -0.84668 4.63978
O10 -3.05050 -0.59654 5.78548
H18 -1.52866 -3.21702 4.80401
H19 -2.34498 -3.02124 6.38118
H20 -3.30042 -3.00823 4.86058
C10 -2.37170 -7.39132 3.39307
N6 -2.91578 -6.03293 3.65794
O11 -4.12181 -5.89872 3.65680
O12 -2.10781 -5.14435 3.85860
H21 -3.20076 -8.07408 3.23368
H22 -1.74756 -7.32707 2.50489
H23 -1.79103 -7.68663 4.25930
C11 -2.04693 5.04204 3.56532
N7 -2.42247 4.22907 2.37905
O13 -3.60190 4.11264 2.13209
O14 -1.51246 3.73522 1.73839
H24 -2.95297 5.41414 4.03331
H25 -1.49792 4.39397 4.24528
H26 -1.42782 5.86322 3.21666
C12 -1.02644 -0.80918 -3.78130
N8 -0.99341 0.58738 -4.28880
O15 -0.44936 1.42312 -3.59387
O16 -1.50714 0.79522 -5.36730
H27 -0.53276 -0.84214 -2.81517
H28 -2.06706 -1.10384 -3.69116
H29 -0.50202 -1.42962 -4.50326
C13 0.42972 4.54514 -2.91143
N9 1.25146 5.18562 -3.96941
O17 1.82006 4.44581 -4.76279
O18 1.29854 6.39677 -3.97269
H30 0.48154 3.46819 -3.03546
H31 0.83927 4.84369 -1.94975
H32 -0.59192 4.89910 -3.03204
C14 -0.80399 4.80694 -6.86396
N10 -2.02799 5.56481 -6.49418
O19 -2.59284 6.18271 -7.37316
O20 -2.37522 5.51009 -5.33137
H33 -0.61283 4.94468 -7.92375
H34 0.01618 5.20009 -6.27004
H35 -0.98631 3.75776 -6.63794
C15 -3.96502 -4.02437 -3.46100
N11 -3.32925 -3.32943 -4.60835
O21 -4.05011 -2.70033 -5.35394
O22 -2.12368 -3.44339 -4.71774
H36 -5.03493 -3.84043 -3.48832
H37 -3.75345 -5.08587 -3.56565
H38 -3.52796 -3.62274 -2.54786
C16 5.43002 3.18818 -0.33352
N12 3.97241 3.08034 -0.06240
O23 3.27086 2.59285 -0.92957
O24 3.58176 3.48840 1.01195
H39 5.63261 2.78871 -1.32124
H40 5.69588 4.24148 -0.28129
H41 5.94741 2.61234 0.43066
C17 -5.32810 -0.96943 8.10805
N13 -5.23944 -2.43141 8.36083
O25 -6.08093 -3.14130 7.84994
O26 -4.32433 -2.81236 9.06429
H42 -6.18454 -0.77599 7.46952
H43 -5.44512 -0.47582 9.07015
H44 -4.40518 -0.66660 7.61838
C18 1.21110 -9.89960 6.01597
N14 0.18460 -9.31707 5.11161
O27 0.40799 -8.21846 4.64150
O28 -0.80891 -9.98384 4.90616
H45 2.03491 -9.19823 6.10554
H46 0.73940 -10.06776 6.98118
H47 1.54535 -10.83448 5.57248
C19 0.54092 7.98847 -0.23648
N15 -0.73346 7.26265 0.01070
O29 -1.48625 7.71769 0.85262
O30 -0.92950 6.26690 -0.64739
H48 0.58221 8.85370 0.41816
H49 1.35608 7.30105 -0.02120
H50 0.54728 8.29253 -1.28099

Values from the calculation:
HOMO energy: -9.1 eV
relative energy (zero: lowest compared OMol25 entry of this formula, charge and spin): 12.7 kcal/mol
orbital gap: 8.50 eV

=====

Density functional theory data (ωB97M-V/def2-TZVPD) for a single C4H7N2OP molecule at a distorted geometry.

Element x y z (Å)
N1 1.85101 -0.03051 -1.40968
P1 1.78789 0.42471 0.23313
N2 1.99256 -1.02800 1.14932
C1 0.11868 0.75426 0.24419
C2 -1.05786 1.36266 0.29239
C3 -2.24193 0.61900 0.03856
C4 -1.94512 -0.74091 -0.21037
O1 -0.81411 -1.22380 -0.03387
H1 2.35325 0.59988 -1.99287
H2 0.94468 -0.21712 -1.80208
H3 1.21845 -1.38973 1.67164
H4 2.84897 -0.92765 1.70165
H5 -0.96733 2.44596 0.60157
H6 -3.28462 0.84081 0.04279
H7 -2.80453 -1.48955 -0.52638

Values from the calculation:
HOMO energy: -7.8 eV
relative energy (zero: lowest compared OMol25 entry of this formula, charge and spin): 73.6 kcal/mol
orbital gap: 7.30 eV

=====

Density functional theory data (ωB97M-V/def2-TZVPD) for 2 unconnected molecules or ions with the total composition C20H21N3O3 at a distorted geometry.

Element x y z (Å)
C1 1.22088 0.75846 1.08329
C2 2.23387 0.56319 0.03377
C3 0.95602 -0.57878 2.00016
C4 0.00854 -0.25424 3.09897
C5 0.28218 0.18209 4.31533
C6 -1.50233 -0.43343 2.97483
C7 -1.95613 0.00624 4.22268
C8 -2.41051 -0.95445 2.09037
C9 -3.30185 -0.29073 4.72589
C10 -3.68386 -1.07271 2.49494
C11 -4.12285 -0.70323 3.76354
C12 2.64920 0.71621 -2.50408
C13 3.85533 1.52078 -2.44869
C14 1.61757 1.07473 -3.66010
C15 0.36778 0.11772 -3.71701
C16 -0.83382 0.55527 -3.26005
C17 0.55307 -1.16846 -4.03456
C18 -1.88728 -0.35529 -3.11809
C19 -0.44077 -2.13733 -3.95330
C20 -1.68308 -1.65340 -3.40303
H1 -0.67823 1.37930 1.36542
H2 -0.41622 0.52186 0.14287
H3 1.77293 1.48094 1.81389
H4 1.99302 -0.94384 2.35226
H5 0.57736 -1.40835 1.36687
H6 1.14546 0.83382 4.61361
H7 -0.74301 -0.03879 6.34541
H8 -2.08940 -1.28643 1.04524
H9 -3.58893 -0.19707 5.81541
H10 -4.55214 -1.41448 1.87847
H11 -5.10779 -1.24915 4.14011
H12 1.09415 1.63261 -1.22686
H13 3.11014 -0.22167 -2.42908
H14 2.26730 0.98090 -4.57340
H15 1.33368 2.22849 -3.79346
H16 -1.19965 1.69864 -3.31397
H17 1.45321 -1.35442 -4.60261
H18 -2.88945 -0.18972 -2.72234
H19 -0.28650 -3.09214 -4.52642
H20 -2.65226 -2.25090 -3.22428
H21 4.37708 0.46377 -0.91344
N1 0.00929 1.30176 0.54185
N2 -0.91886 0.48411 5.05411
N3 1.93348 1.00717 -1.20544
O1 3.41787 0.11910 0.23852
O2 3.97646 2.43968 -3.31312
O3 4.73906 1.18214 -1.57450

Values from the calculation:
HOMO energy: -8.9 eV
relative energy (zero: lowest compared OMol25 entry of this formula, charge and spin): 170.1 kcal/mol
orbital gap: 8.79 eV

=====

Density functional theory data (ωB97M-V/def2-TZVPD) for 14 unconnected molecules or ions with the total composition C4H31O17 at a distorted geometry.

Element x y z (Å)
O1 2.33230 0.78072 -0.88283
C1 1.42961 -0.03179 -0.49706
O2 0.28797 0.29924 -0.14524
C2 1.84744 -1.52152 -0.48303
C3 0.64261 -2.41238 -0.31459
C4 0.91584 -3.91612 -0.16289
O3 1.63476 -4.34089 0.69082
O4 0.35317 -4.65492 -1.14729
H1 0.24495 1.95842 -2.48817
H2 2.37966 -1.74538 -1.42171
H3 2.59347 -1.70071 0.29099
H4 0.20448 -2.00942 0.61312
H5 -0.09563 -2.27081 -1.09988
H6 2.73604 -0.05937 -2.36608
H7 3.34339 -1.09153 -3.39613
O5 2.78365 -0.31424 -3.32811
H8 -0.05940 -0.54186 -2.73484
H9 -1.37704 -0.57276 -1.27170
O6 -1.70940 -1.21162 -1.92203
H10 -0.39717 -4.21985 -1.58068
H11 -1.19520 -3.95499 -0.95969
O7 -1.65617 -3.82360 -1.79795
H12 3.20173 0.67016 1.37743
H13 2.55435 0.18949 2.71890
O8 3.16701 0.82403 2.33279
H14 -1.61743 2.82975 3.12224
H15 -0.72841 2.03467 4.11391
O9 -1.59853 2.44188 4.03910
H16 1.49370 3.27109 1.78217
H17 1.97124 1.99932 2.48894
O10 1.29081 2.70456 2.57073
H18 -2.81476 -1.19193 3.75918
H19 -3.81528 -2.36636 4.00672
O11 -2.91519 -2.16331 3.74320
H20 1.19779 -0.15216 -3.65346
H21 -1.72087 -2.83297 -1.80517
O12 0.36302 0.14086 -3.26447
H22 0.93133 3.41663 -0.37077
H23 2.30129 2.74174 -0.22905
O13 1.81549 3.55737 -0.00558
H24 -1.52778 1.46989 -2.95069
H25 -2.06197 -0.55671 -2.58349
O14 -2.28875 1.00019 -3.39839
H26 -0.73616 2.74915 1.04581
H27 -0.57785 3.92494 2.00849
O15 -1.24134 3.37570 1.57462
H28 -2.95715 1.19132 3.89989
H29 -3.30762 0.63010 2.65505
O16 -3.57239 0.48832 3.57824
H30 -3.10218 1.39223 -3.06761
H31 -0.45166 1.43614 -1.19519
O17 -0.49175 2.13929 -1.88858

Values from the calculation:
HOMO energy: -7.4 eV
total charge: -1
relative energy (zero: lowest compared OMol25 entry of this formula, charge and spin): 67.5 kcal/mol
orbital gap: 9.96 eV

=====

Density functional theory data (ωB97M-V/def2-TZVPD) for a molecular structure, C39H55BClN10ORhS at a distorted geometry.

Element x y z (Å)
Rh1 -0.19013 1.02251 1.82769
C1 -1.17063 4.80761 -1.18621
C2 -0.57603 4.43071 0.17209
C3 0.08907 5.64471 0.83239
C4 -1.63103 3.91131 1.09149
C5 -2.83013 4.53591 1.44929
C6 -3.40483 3.70011 2.38569
N1 -2.59853 2.64891 2.57369
N2 -1.51863 2.77151 1.77879
B1 -2.75643 1.54761 3.63569
N3 -2.84843 0.17291 2.95509
C7 -3.81133 -0.73709 3.14459
C8 -3.48863 -1.86869 2.42159
C9 -2.27433 -1.57629 1.80009
N4 -1.91413 -0.33069 2.13939
C10 -1.48753 -2.45149 0.87999
C11 -1.88983 -2.15059 -0.56571
C12 -1.71553 -3.93209 1.18449
N5 -1.47703 1.54891 4.49289
C13 -1.35643 1.75921 5.80799
C14 -0.01213 1.74621 6.13539
C15 0.65127 1.52871 4.93049
N6 -0.26183 1.39571 3.95639
C16 2.11167 1.53631 4.61179
C17 2.37627 2.76931 3.73719
C18 2.98727 1.54351 5.86009
H1 -0.41893 5.28261 -1.81151
H2 -1.98963 5.50771 -1.05351
H3 -1.55383 3.92941 -1.70241
H4 0.17807 3.64081 0.04349
H5 -0.62513 6.45881 0.92479
H6 0.92927 5.98981 0.23469
H7 0.44857 5.39281 1.82819
H8 -3.22383 5.46371 1.09059
H9 -4.32993 3.79761 2.91439
H10 -3.71063 1.74361 4.29569
H11 -4.65493 -0.53579 3.77499
H12 -4.05083 -2.77649 2.36129
H13 -0.42493 -2.21309 1.00589
H14 -2.96123 -2.29569 -0.68711
H15 -1.36963 -2.82199 -1.24361
H16 -1.65723 -1.12239 -0.82611
H17 -2.70693 -4.23939 0.86209
H18 -1.61793 -4.13419 2.24779
H19 -0.98683 -4.53609 0.64949
H20 -2.21243 1.91601 6.43029
H21 0.41297 1.87781 7.10749
H22 2.33167 0.63301 4.02719
H23 2.14337 3.67061 4.29869
H24 1.73317 2.74301 2.84369
H25 3.41817 2.81551 3.43149
H26 2.86307 2.47411 6.40669
H27 4.03537 1.45591 5.58399
H28 2.73077 0.71401 6.51459
C19 1.49227 -2.47819 -2.44821
C20 1.91637 -1.87569 -3.79131
C21 3.21777 -1.07709 -3.59151
C22 2.29257 -3.03399 -4.73111
C23 0.79877 -0.95369 -4.41941
O1 1.08027 -0.69189 -5.77121
C24 -0.66103 -1.46429 -4.24851
C25 -1.11443 -2.66229 -5.11041
C26 -1.97053 -3.57719 -4.29511
C27 -3.08793 -3.06909 -3.62061
C28 -3.85363 -3.87629 -2.81031
C29 -3.50453 -5.21939 -2.64421
Cl1 -4.42543 -6.21769 -1.60301
C30 -2.41123 -5.75049 -3.33361
C31 -1.65933 -4.93199 -4.14991
C32 0.78877 0.50151 -3.84551
N7 0.15397 0.71941 -2.57791
C33 0.69787 0.79551 -1.36271
N8 -0.23493 1.10901 -0.47161
C34 -1.36213 1.21531 -1.21651
N9 -1.14903 0.98751 -2.48481
H29 2.34747 -2.98539 -2.01061
H30 0.70857 -3.21789 -2.57621
H31 1.15207 -1.72319 -1.74621
H32 4.03587 -1.77479 -3.43151
H33 3.17987 -0.42109 -2.72421
H34 3.45397 -0.49239 -4.47801
H35 3.04657 -3.64469 -4.24051
H36 2.72987 -2.66969 -5.65811
H37 1.45667 -3.69009 -4.95041
H38 1.14737 -1.51929 -6.26241
H39 -1.31053 -0.61989 -4.48191
H40 -0.81913 -1.70549 -3.19991
H41 -0.27803 -3.22349 -5.51851
H42 -1.68963 -2.29219 -5.96391
H43 -3.35453 -2.03129 -3.74701
H44 -4.71743 -3.48099 -2.30081
H45 -2.15793 -6.79239 -3.21651
H46 -0.82193 -5.34969 -4.68921
H47 0.23227 1.08071 -4.58541
H48 1.80557 0.88611 -3.80841
H49 1.73567 0.62951 -1.15791
H50 -2.32213 1.45911 -0.80731
S1 1.53807 -0.55059 1.47519
C35 3.07957 0.18961 1.55539
N10 4.05347 -0.47429 2.24919
C36 5.29587 0.02651 2.42219
C37 5.63887 1.22821 1.87869
C38 4.67707 1.93711 1.12869
C39 3.41687 1.41531 0.96669
H51 3.80437 -1.36829 2.65589
H52 5.98357 -0.56939 2.99799
H53 6.62697 1.63061 2.01719
H54 4.93007 2.89431 0.70249
H55 2.65807 1.96331 0.42739

Values from the calculation:
HOMO energy: -12.2 eV
total charge: +2
orbital gap: 4.11 eV

=====

| no. | total energy (hartree) |
| --- | --- |
| 1 | -1009.09881 |
| 2 | -2943.21634 |
| 3 | -4304.19561 |
| 4 | -682.61985 |
| 5 | -1164.55992 |
| 6 | -1450.22252 |
| 7 | -3135.30645 |